No. 1
Formula: C25H45N3O12
Source: OMol25
Level of theory: ωB97M-V/def2-TZVPD

Geometry as XYZ:
```
85
C25H45N3O12 (ωB97M-V/def2-TZVPD)
C -2.5595 1.0100 -2.0758
C -1.1895 0.4090 -1.4338
C -1.1345 0.3950 0.1162
O -1.7495 -0.9150 0.2632
C -1.7215 -1.6640 -0.7658
O -2.0785 -2.8340 -0.9158
O -1.2115 -0.9320 -1.7038
H -2.6375 2.0630 -1.6728
H -3.3475 0.2860 -1.7278
H -2.4035 1.0770 -3.0988
H -0.2905 0.8720 -1.8838
H -1.6455 1.2860 0.5032
H -0.1125 0.4420 0.5042
C 5.4345 2.8890 -0.0218
O 4.0805 2.3190 -0.1928
C 3.7915 1.0390 -0.1938
O 4.7225 0.1130 0.2372
O 2.5365 0.6550 -0.7448
C 2.2465 -0.7470 -0.8488
H 6.0805 2.3150 -0.6868
H 5.7635 2.8860 1.0562
H 5.6475 3.9530 -0.2738
H 1.7705 -1.0840 -1.7358
H 1.8035 -1.0340 0.0662
H 3.2125 -1.2380 -0.9748
C 0.2635 -1.9730 3.6072
O -1.0445 -1.7380 3.4152
C -1.6655 -2.7490 3.0122
O -1.2135 -4.0530 2.7832
O -2.8545 -2.3740 2.8272
C -3.8685 -3.2560 2.5142
H 0.8945 -1.1310 3.7632
H 0.6925 -2.4610 2.7062
H 0.4025 -2.7100 4.4342
H -3.7255 -3.5720 1.4352
H -4.7485 -2.6980 2.8102
H -3.9345 -4.1040 3.0932
C 0.6305 1.4650 -4.7718
O 0.9345 0.2940 -3.9428
C 0.7165 -0.9090 -4.5088
O 0.1705 -0.9660 -5.8498
O 1.0045 -2.0220 -3.8368
C 0.5415 -3.2910 -4.2398
H 1.1385 2.3980 -4.3498
H -0.4745 1.3950 -4.8588
H 1.1505 1.5390 -5.7608
H 0.6345 -4.1350 -3.5608
H 1.0085 -3.5260 -5.2288
H -0.4895 -3.1220 -4.4268
C 0.0235 6.0850 0.8472
C 0.1715 4.6070 1.2272
C 1.1325 3.7980 0.3612
C 0.7675 3.6480 -1.0048
N 0.5405 3.5630 -2.1138
H 0.9325 6.6120 1.0292
H -0.6065 6.6360 1.5352
H -0.1875 6.3320 -0.1468
H -0.8245 4.2410 1.1742
H 0.4145 4.4960 2.3372
H 1.0175 2.8050 0.6792
H 2.1505 4.0190 0.3732
C 2.2875 -4.0400 -1.3718
C 0.9725 -3.7950 -0.5448
C 0.0835 -4.9840 -0.3018
C 0.9225 -6.1570 0.1582
N 1.5035 -7.1030 0.4692
H 2.5985 -3.1740 -1.8428
H 2.2275 -4.8990 -1.9548
H 3.0565 -4.1490 -0.6988
H 0.5265 -2.9230 -1.0838
H 1.3165 -3.3780 0.4412
H -0.4585 -5.2690 -1.1498
H -0.6895 -4.7730 0.4202
C -4.0615 3.0480 3.4182
C -2.5655 2.8360 2.9332
C -2.0055 1.5010 3.2902
C -0.5395 1.3620 2.9072
N 0.5705 1.1870 2.6362
H -4.1205 2.6730 4.4462
H -4.7745 2.5480 2.7732
H -4.3765 4.1400 3.5282
H -1.8815 3.6050 3.3502
H -2.6325 2.9610 1.8972
H -2.5085 0.6840 2.8032
H -2.1545 1.3950 4.3202
```

The total energy comes out at -55686.7632 eV. For the HOMO energy, the calculation gives -0.361 Ha. Its energy relative to the best compared isomer or geometry (same formula, charge and spin) is 59.9 kJ/mol.

---

No. 2
Formula: C25H45N6OPb
Source: OMol25
Level of theory: ωB97M-V/def2-TZVPD

Geometry as XYZ:
```
78
C25H45N6OPb (ωB97M-V/def2-TZVPD)
Pb -6.9875 -1.5368 0.8614
C -0.3799 -1.0769 1.0273
O -1.6722 -1.5589 0.6139
H -0.4514 -0.1241 1.5519
H 0.1166 -1.8176 1.6541
H 0.2719 -0.8839 0.1752
C 0.3276 6.3021 -2.7341
C -0.2082 7.0104 -4.0637
C -0.0005 8.5021 -4.2397
C 1.3849 9.0018 -3.9813
N 2.5169 9.3425 -3.7612
H -0.2349 6.6256 -1.8583
H 1.3933 6.5046 -2.6271
H 0.2158 5.2191 -2.6814
H -1.2461 6.7315 -4.2456
H 0.2139 6.4452 -4.8946
H -0.7002 9.0443 -3.6037
H -0.0908 8.9086 -5.2470
C -2.1859 -7.9947 -1.1752
C -1.8717 -8.1464 0.3446
C -3.0665 -8.6661 1.1858
C -4.0838 -7.7051 1.4662
N -4.8320 -6.9018 1.6831
H -1.4078 -7.3371 -1.5629
H -3.1130 -7.5267 -1.5063
H -2.0731 -8.9616 -1.6655
H -1.4855 -7.1912 0.7003
H -1.0138 -8.7973 0.5128
H -2.6468 -8.9172 2.1599
H -3.5354 -9.5683 0.7930
C 6.3424 -1.4049 -4.3165
C 5.1599 -0.7349 -3.4578
C 5.5852 0.3246 -2.4213
C 6.6430 0.0432 -1.4692
N 7.5617 -0.1096 -0.7434
H 5.9816 -2.0924 -5.0816
H 7.0241 -1.8802 -3.6113
H 6.9511 -0.7130 -4.8988
H 4.5684 -1.4996 -2.9545
H 4.5741 -0.1646 -4.1787
H 4.7595 0.6050 -1.7673
H 5.6844 1.3365 -2.8142
C -2.3986 5.1146 4.8805
C -3.6835 5.3257 5.7146
C -4.0025 4.1380 6.6997
C -4.3301 2.7836 6.0696
N -4.6157 1.7737 5.4723
H -1.5495 4.9195 5.5355
H -2.1921 6.0384 4.3400
H -2.4650 4.2852 4.1763
H -4.3562 5.5085 4.8767
H -3.6980 6.2532 6.2870
H -4.7443 4.3404 7.4723
H -3.0725 3.9805 7.2459
C -1.9983 0.7747 -8.8784
C -1.5047 0.7754 -7.4304
C -2.1946 -0.2404 -6.4304
C -3.2805 0.3571 -5.7022
N -4.1007 0.8487 -5.1307
H -1.3692 1.5992 -9.2139
H -3.0667 0.9383 -9.0198
H -1.7364 -0.0553 -9.5346
H -1.6408 1.7696 -7.0047
H -0.4733 0.4849 -7.6301
H -1.5251 -0.6742 -5.6875
H -2.4377 -1.2130 -6.8581
C 1.3647 -2.8156 7.7712
C 2.7422 -2.5295 7.3214
C 3.7331 -3.3857 7.9646
C 3.6410 -4.8309 7.8297
N 3.6496 -6.0005 7.7327
H 1.3176 -2.6252 8.8434
H 0.8164 -3.7401 7.5904
H 0.7012 -2.0658 7.3404
H 3.0630 -1.5082 7.5267
H 2.8016 -2.5886 6.2346
H 3.9516 -3.1494 9.0061
H 4.6643 -3.2232 7.4218
```

The total energy comes out at -42871.0499 eV. The net charge is +1. For the HOMO energy, the calculation gives -0.385 Ha. Its energy relative to the best compared isomer or geometry (same formula, charge and spin) is 1257.2 kJ/mol.

---

No. 3
Formula: C25H46AlBBeClCsF5MgN3O10P
Source: OMol25
Level of theory: ωB97M-V/def2-TZVPD

Geometry as XYZ:
```
96
C25H46AlBBeClCsF5MgN3O10P (ωB97M-V/def2-TZVPD)
C -1.5157 -5.1549 2.6050
C -1.1131 -5.0250 1.4955
C -0.8351 -4.7648 0.0860
C 0.3113 -3.7527 -0.0498
C 1.2742 -3.7574 -1.2184
C 0.7748 -3.0013 -2.4560
C -0.5171 -3.5346 -2.8977
N -1.5362 -3.9449 -3.2307
C 0.5200 -1.5052 -2.1757
F -0.6880 -1.4784 -1.4364
C 1.5256 -0.7884 -1.3045
C 1.2360 0.7091 -1.2641
C 1.7886 -3.3118 -3.6203
C 2.3765 -2.1327 -4.2129
N 2.7676 -1.1515 -4.6571
B 1.1842 -4.2869 -4.7469
O 1.1578 -5.6209 -4.3247
C 0.7238 -3.8751 -6.1682
C -0.1802 -2.6361 -6.2337
H -2.1157 -5.3578 3.4811
H -1.7159 -4.2454 -0.2765
H -0.7257 -5.6571 -0.5230
H 0.9388 -3.9125 0.8256
H -0.1328 -2.7752 0.0740
H 2.2288 -3.3609 -0.8940
H 1.4793 -4.7786 -1.5394
H 0.2997 -0.9491 -3.0803
H 1.3693 -1.1695 -0.2979
H 2.5389 -1.0484 -1.5990
H 2.1278 1.2673 -1.0178
H 0.7988 1.0859 -2.1818
H 0.5521 0.9104 -0.4492
H 2.6112 -3.8710 -3.1819
H 0.3545 -5.8613 -3.8363
H 1.5749 -3.7367 -6.8339
H 0.1745 -4.7188 -6.5808
H -0.5696 -2.5460 -7.2423
H 0.3596 -1.7168 -6.0395
H -1.0369 -2.7121 -5.5758
Cl 1.6923 -7.3095 -5.7666
Cs 0.7383 -6.6905 2.9044
Be 1.3248 -2.0441 2.4199
C -3.4960 -4.7648 5.9025
O -4.1012 -3.9633 6.6316
O -3.6132 -4.4674 4.4978
O -2.8052 -5.7560 6.1518
H -4.1736 -3.6845 4.5493
F 1.7512 5.3806 2.0886
Al 1.8509 4.4908 0.6455
F 3.4099 4.5943 0.0111
F 0.7224 5.0930 -0.4666
F 1.4764 2.8637 0.9925
C 5.7496 0.6806 -3.6729
O 4.7861 1.4593 -4.3725
H 6.4684 1.3375 -3.1906
H 5.2382 0.0764 -2.9093
H 6.2780 0.0073 -4.3552
H 4.2079 0.7846 -4.7410
Mg 0.0722 0.2377 2.3248
O -0.6301 -10.0355 -3.9936
P -0.0879 -10.8833 -5.1373
O 1.4075 -11.0513 -4.8885
O -0.2697 -10.2260 -6.5010
O -0.8460 -12.2021 -5.1521
C -0.7051 8.9833 3.0388
C -1.4010 8.6192 4.3565
C -1.1893 7.1987 4.8696
N -2.0743 6.1071 4.3033
C -1.4573 4.7918 4.7402
C -2.0614 3.5784 4.0652
C -1.9994 3.7247 2.5538
C -2.7532 4.9778 2.1396
C -2.1492 6.2048 2.8015
C -3.4316 6.2356 4.9014
H -1.2665 8.6783 2.1585
H -0.5919 10.0637 2.9710
H 0.2901 8.5411 2.9779
H -2.4625 8.8729 4.3096
H -0.9728 9.2634 5.1260
H -1.3656 7.1657 5.9442
H -0.1600 6.8921 4.6908
H -0.3964 4.8546 4.5011
H -1.5663 4.7430 5.8228
H -1.5037 2.6958 4.3823
H -3.0938 3.4220 4.3893
H -2.4194 2.8460 2.0669
H -0.9556 3.7956 2.2326
H -3.8148 4.8802 2.3817
H -2.6973 5.1183 1.0601
H -2.7414 7.0877 2.5739
H -1.1268 6.3457 2.4525
H -3.8422 7.2053 4.6362
H -3.3435 6.1464 5.9804
H -4.0707 5.4483 4.5177
O 5.1796 -2.0650 -1.7766
H 4.6257 -2.1831 -2.5622
```

The total energy comes out at -100677.6386 eV. The net charge is -1. For the HOMO energy, the calculation gives -0.189 Ha.

---

No. 4
Formula: C25H46BrN3RhSSe2Si
Source: OMol25
Level of theory: ωB97M-V/def2-TZVPD

Geometry as XYZ:
```
80
C25H46BrN3RhSSe2Si (ωB97M-V/def2-TZVPD)
Rh 0.5140 0.2161 2.9646
C 0.5435 -1.0412 5.9202
Se 0.4882 0.8592 5.5821
C 2.3681 1.4971 5.4015
C 3.3137 0.6348 4.5941
Se 2.8731 0.4846 2.6509
C 2.7546 -1.4816 2.3855
H 0.4638 -1.2499 6.9756
H 1.4641 -1.4819 5.5716
H -0.2970 -1.4898 5.3981
H 2.7384 1.6788 6.4352
H 2.1745 2.4902 4.9031
H 3.3719 -0.4120 4.9669
H 4.3446 1.0450 4.6228
H 3.7757 -1.7662 2.1365
H 2.0759 -1.7128 1.5603
H 2.4057 -2.0162 3.2872
C -3.2334 -3.3336 2.6722
N -3.2840 -1.8880 2.5431
C -4.4562 -1.1570 2.2403
C -4.1419 0.1328 2.2851
N -2.7559 0.2594 2.5162
C -2.2383 -1.0110 2.6561
S -0.6735 -1.6548 2.6691
C -2.0848 1.4874 2.5555
C -2.7360 2.7127 2.8080
C -2.0925 3.9111 2.5708
C -0.7853 3.8886 2.0249
C -0.1433 2.6753 1.9562
N -0.7548 1.4961 2.2769
H -4.2749 -3.6485 2.8175
H -2.5765 -3.6218 3.5047
H -2.9107 -3.7737 1.7087
H -5.4200 -1.5768 2.0508
H -4.7993 0.9407 2.1509
H -3.7254 2.7041 3.2770
H -2.6630 4.8478 2.6411
H -0.2840 4.7748 1.6338
H 0.8715 2.6063 1.5716
C 2.3488 1.9737 -2.8739
C 0.8524 1.6752 -3.1031
C 0.4399 1.9937 -4.5795
C 0.1166 2.6563 -2.1674
Si 0.4437 -0.1732 -2.6630
Br 0.5289 -0.1654 -0.3870
C 1.9367 -1.3294 -3.1319
C 2.3360 -1.2179 -4.6594
C 1.4580 -2.7950 -2.9322
C 3.1732 -1.0614 -2.1807
C -1.3302 -0.8598 -3.0384
C -2.2880 0.3333 -2.9493
C -1.7774 -1.9107 -1.9649
C -1.4786 -1.5095 -4.4252
H 2.5755 3.0544 -3.1356
H 3.1008 1.4375 -3.4893
H 2.6657 1.8136 -1.8268
H 0.8132 3.0186 -4.8565
H -0.6585 2.0637 -4.7089
H 0.8459 1.3098 -5.3682
H 0.3517 3.6783 -2.5440
H 0.4041 2.5217 -1.1470
H -0.9794 2.5880 -2.2484
H 1.4821 -1.5249 -5.3069
H 3.1481 -1.9635 -4.8352
H 2.7739 -0.2525 -4.9716
H 0.6450 -3.0761 -3.6199
H 1.1924 -3.0039 -1.8783
H 2.2891 -3.4845 -3.1806
H 3.6965 -0.1252 -2.3951
H 3.8892 -1.8739 -2.4086
H 2.9008 -1.0824 -1.1231
H -2.3286 0.8107 -1.9566
H -3.3198 -0.0770 -3.1292
H -2.1056 1.1254 -3.7227
H -1.7542 -1.5086 -0.9422
H -1.1212 -2.7919 -2.0274
H -2.8141 -2.2512 -2.2446
H -1.0411 -0.8844 -5.2665
H -2.5890 -1.6221 -4.6431
H -1.0333 -2.5358 -4.4542
```

The expectation value of S² is 6.03. The total energy comes out at -253570.2143 eV. The net charge is +3. As for the spin multiplicity: 5. For the HOMO energy (alpha / beta), the calculation gives -0.576 / -0.575 Ha. Its energy relative to the best compared isomer or geometry (same formula, charge and spin) is 24.2 kJ/mol.

---

No. 5
Formula: C25H46ClIN2O8P
Source: OMol25
Level of theory: ωB97M-V/def2-TZVPD

Geometry as XYZ:
```
84
C25H46ClIN2O8P (ωB97M-V/def2-TZVPD)
C -3.6708 -4.2060 0.7936
C -2.8610 -3.0608 1.7065
C -2.6116 -1.7802 0.6450
O -1.5754 -2.2808 -0.1859
C -0.9159 -1.4091 -1.1368
C -1.8408 -1.6082 -2.5222
C -2.8678 -2.9276 -2.4338
N -2.6841 -4.0711 -3.1812
C 0.3332 -2.3617 -1.5972
P 1.4257 -3.3808 -0.4978
O 2.9410 -2.8660 -0.7490
O 1.0295 -3.6352 1.1575
O 1.6104 -5.0713 -1.0717
C -0.6454 0.1513 -0.6718
C -0.6494 0.9883 -2.1233
C 0.9520 0.5250 -0.3605
I 2.0468 -0.3240 1.3390
C 2.0880 0.4243 -1.5216
C 2.7937 1.9071 -1.9018
N -1.6582 0.7066 0.3646
C -1.1999 1.9682 1.0958
O -0.2067 1.9773 2.1420
C 0.2609 3.3918 2.3092
C 1.5781 3.9977 1.5099
O -0.3735 4.2390 3.1511
C -2.9415 1.3508 -0.2097
C -2.8815 2.9170 -0.8141
C -3.9656 0.6442 -1.2072
C -5.5599 1.0853 -0.8938
C -2.0778 -0.3934 1.3711
C -1.1111 -0.9396 2.5050
Cl -3.5255 0.0268 2.5149
H -4.5054 -3.7435 0.1159
H -2.8342 -4.7932 0.1791
H -4.1571 -5.0237 1.5016
H -3.5875 -2.7949 2.5779
H -1.8606 -3.5796 2.0225
H -3.7082 -1.7238 0.2472
H -1.1639 -1.8588 -3.4776
H -2.5015 -0.7608 -2.8767
H -3.8009 -2.7662 -1.7067
H -1.8060 -3.8666 -3.7464
H 0.9864 -1.9229 -2.4964
H -0.1755 -3.2842 -2.1866
H 1.8070 -3.3853 1.7547
H 1.8052 -5.6621 -0.2859
H -0.1126 2.0512 -2.0206
H -1.6887 1.2215 -2.5800
H -0.1517 0.4160 -3.0167
H 1.0963 1.6982 -0.1272
H 3.0617 -0.1966 -1.1952
H 1.8530 -0.0011 -2.5583
H 3.2812 1.7992 -2.9678
H 3.6741 2.0971 -1.1486
H 1.9873 2.7539 -1.9401
H -2.0897 2.4804 1.7118
H -0.6524 2.7591 0.3811
H 1.4987 3.8858 0.3321
H 1.6919 5.1647 1.7173
H 2.5737 3.4955 1.8661
H -3.7153 1.6477 0.6680
H -3.7545 3.1098 -1.5652
H -3.0446 3.7376 0.0408
H -1.8952 3.2190 -1.3266
H -4.0284 -0.4795 -1.3697
H -3.8214 1.0905 -2.3100
H -6.1292 0.2430 -0.3155
H -5.5832 2.1244 -0.3503
H -6.1232 1.2135 -1.9356
H -1.6751 -1.4230 3.4479
H -0.4530 -1.8170 2.1025
H -0.3828 -0.2451 3.0908
O 5.3480 3.6875 1.1308
C 5.8022 2.5934 1.4225
O 5.0422 1.4979 1.7165
C 5.8976 0.4281 2.1160
C 7.2459 0.7571 1.5306
C 7.2583 2.2646 1.5562
H 5.9182 0.3874 3.2101
H 5.5067 -0.5192 1.7333
H 8.0757 0.3033 2.0790
H 7.2949 0.4071 0.4922
H 7.6261 2.6524 2.5103
H 7.8334 2.6753 0.7232
```

The total energy comes out at -75922.8894 eV. The net charge is +1. For the HOMO energy, the calculation gives -0.422 Ha. Its energy relative to the best compared isomer or geometry (same formula, charge and spin) is 1317.4 kJ/mol.

---

Please write out number 5 again, unchanged.
Formula: C25H46ClIN2O8P
Source: OMol25
Level of theory: ωB97M-V/def2-TZVPD

Geometry as XYZ:
```
84
C25H46ClIN2O8P (ωB97M-V/def2-TZVPD)
C -3.6708 -4.2060 0.7936
C -2.8610 -3.0608 1.7065
C -2.6116 -1.7802 0.6450
O -1.5754 -2.2808 -0.1859
C -0.9159 -1.4091 -1.1368
C -1.8408 -1.6082 -2.5222
C -2.8678 -2.9276 -2.4338
N -2.6841 -4.0711 -3.1812
C 0.3332 -2.3617 -1.5972
P 1.4257 -3.3808 -0.4978
O 2.9410 -2.8660 -0.7490
O 1.0295 -3.6352 1.1575
O 1.6104 -5.0713 -1.0717
C -0.6454 0.1513 -0.6718
C -0.6494 0.9883 -2.1233
C 0.9520 0.5250 -0.3605
I 2.0468 -0.3240 1.3390
C 2.0880 0.4243 -1.5216
C 2.7937 1.9071 -1.9018
N -1.6582 0.7066 0.3646
C -1.1999 1.9682 1.0958
O -0.2067 1.9773 2.1420
C 0.2609 3.3918 2.3092
C 1.5781 3.9977 1.5099
O -0.3735 4.2390 3.1511
C -2.9415 1.3508 -0.2097
C -2.8815 2.9170 -0.8141
C -3.9656 0.6442 -1.2072
C -5.5599 1.0853 -0.8938
C -2.0778 -0.3934 1.3711
C -1.1111 -0.9396 2.5050
Cl -3.5255 0.0268 2.5149
H -4.5054 -3.7435 0.1159
H -2.8342 -4.7932 0.1791
H -4.1571 -5.0237 1.5016
H -3.5875 -2.7949 2.5779
H -1.8606 -3.5796 2.0225
H -3.7082 -1.7238 0.2472
H -1.1639 -1.8588 -3.4776
H -2.5015 -0.7608 -2.8767
H -3.8009 -2.7662 -1.7067
H -1.8060 -3.8666 -3.7464
H 0.9864 -1.9229 -2.4964
H -0.1755 -3.2842 -2.1866
H 1.8070 -3.3853 1.7547
H 1.8052 -5.6621 -0.2859
H -0.1126 2.0512 -2.0206
H -1.6887 1.2215 -2.5800
H -0.1517 0.4160 -3.0167
H 1.0963 1.6982 -0.1272
H 3.0617 -0.1966 -1.1952
H 1.8530 -0.0011 -2.5583
H 3.2812 1.7992 -2.9678
H 3.6741 2.0971 -1.1486
H 1.9873 2.7539 -1.9401
H -2.0897 2.4804 1.7118
H -0.6524 2.7591 0.3811
H 1.4987 3.8858 0.3321
H 1.6919 5.1647 1.7173
H 2.5737 3.4955 1.8661
H -3.7153 1.6477 0.6680
H -3.7545 3.1098 -1.5652
H -3.0446 3.7376 0.0408
H -1.8952 3.2190 -1.3266
H -4.0284 -0.4795 -1.3697
H -3.8214 1.0905 -2.3100
H -6.1292 0.2430 -0.3155
H -5.5832 2.1244 -0.3503
H -6.1232 1.2135 -1.9356
H -1.6751 -1.4230 3.4479
H -0.4530 -1.8170 2.1025
H -0.3828 -0.2451 3.0908
O 5.3480 3.6875 1.1308
C 5.8022 2.5934 1.4225
O 5.0422 1.4979 1.7165
C 5.8976 0.4281 2.1160
C 7.2459 0.7571 1.5306
C 7.2583 2.2646 1.5562
H 5.9182 0.3874 3.2101
H 5.5067 -0.5192 1.7333
H 8.0757 0.3033 2.0790
H 7.2949 0.4071 0.4922
H 7.6261 2.6524 2.5103
H 7.8334 2.6753 0.7232
```

The total energy comes out at -75922.8894 eV. The net charge is +1. For the HOMO energy, the calculation gives -0.422 Ha. Its energy relative to the best compared isomer or geometry (same formula, charge and spin) is 1317.4 kJ/mol.